1.
Entry from the Open Molecules 2025 dataset: a cluster of 2 separate species, C5H10F2O in total (the ωB97M-V functional and the def2-TZVPD basis).

Each line ends with the natural charge from an NBO analysis.
CARTESIAN COORDINATES (ANGSTROEM)
C: 1.25747 0.85732 -0.77157  -0.746
C: 0.92879 -0.60648 -0.46117  0.605
O: 1.76320 -1.46683 -0.53780  -0.566
C: -0.59152 -0.97926 -0.07327  0.289
C: -0.51614 -0.79542 1.45569  -0.630
C: -1.48446 0.00200 -0.82217  -0.645
F: -0.87606 -2.29981 -0.47714  -0.354
H: 2.30571 0.98873 -0.56964  0.260
H: 0.56438 1.54765 -0.24774  0.227
H: 1.13486 0.94669 -1.90660  0.246
H: -0.01442 -1.72446 1.98633  0.252
H: -1.61163 -0.71567 1.74961  0.214
H: -0.05491 0.08420 1.56857  0.206
H: -2.42994 -0.46003 -0.66782  0.229
H: -1.28568 -0.02849 -1.82088  0.221
H: -1.48975 1.01132 -0.27460  0.221
F: 3.52887 -0.38321 0.56602  -0.593
H: 3.31051 -0.79786 -0.24686  0.564

LUMO, eV: 0.8
HOMO-LUMO gap, eV: 10.614
Relative energy (zero: lowest compared OMol25 entry of this formula, charge and spin), kJ/mol: 135.6
HOMO, eV: -9.86
Strongest force on any atom, eV/A: 6.4


2.
Entry from the Open Molecules 2025 dataset: a structure of composition C54H59BBrFGeN2O5Pt (the ωB97M-V functional and the def2-TZVPD basis).

Each line ends with the Mulliken charge.
CARTESIAN COORDINATES (ANGSTROEM)
Pt: 0.61568 0.39325 -0.16138  0.447
C: 6.16818 0.16967 5.60506  -1.662
C: 5.54529 -0.94887 4.75440  2.074
C: 6.66506 -1.80114 4.13070  -1.709
C: 4.70140 -1.85196 5.65752  -2.104
C: 4.71881 -0.32403 3.64419  -0.611
C: 3.31508 -0.36440 3.65689  -0.411
C: 2.62980 0.13553 2.59121  -0.209
Br: 0.74003 0.14821 2.60244  -0.104
C: 3.27146 0.63817 1.39675  0.508
O: 2.63186 0.85696 0.34213  -1.530
C: 4.70934 0.83341 1.47379  -0.453
C: 5.36028 0.33159 2.57123  -0.528
C: 5.43307 1.55104 0.34215  2.855
C: 5.41990 0.65616 -0.91182  -0.980
C: 4.73688 2.89255 0.05052  -1.389
C: 6.88987 1.84950 0.70295  -2.270
H: 6.81900 -0.26615 6.36488  0.448
H: 5.39568 0.75338 6.10871  0.357
H: 6.76477 0.84809 4.99371  0.357
H: 7.16528 -2.37647 4.91033  0.468
H: 7.41773 -1.18597 3.63825  0.390
H: 6.26035 -2.50037 3.39669  0.364
H: 5.34802 -2.33270 6.39165  0.548
H: 4.20409 -2.63488 5.07992  0.377
H: 3.94545 -1.28810 6.20796  0.388
H: 2.76662 -0.77864 4.49046  0.532
H: 6.43333 0.43891 2.61932  0.488
H: 4.40583 0.41856 -1.22672  0.128
H: 5.95350 -0.27705 -0.71670  0.371
H: 5.91428 1.17098 -1.73792  0.113
H: 3.73914 2.75109 -0.35899  0.080
H: 5.32842 3.45261 -0.67572  0.290
H: 4.65998 3.49395 0.96002  0.365
H: 7.46623 0.94058 0.88452  0.411
H: 6.96094 2.49471 1.58187  0.426
H: 7.35801 2.36910 -0.13309  0.432
O: 1.01981 7.20648 -2.46625  -0.499
C: -0.28937 7.16158 -2.99000  -0.496
N: -0.54345 5.76232 -3.23113  -0.050
C: -1.76654 5.19614 -3.12464  -0.079
O: -2.79191 5.81439 -2.93191  -0.629
C: -1.72875 3.69567 -3.29738  0.052
C: -2.43280 3.04717 -4.30530  -0.244
C: -2.27901 1.67759 -4.43835  -1.434
C: -1.37018 1.01281 -3.64149  -0.245
N: -0.65633 1.65332 -2.70825  -0.199
C: -0.91130 2.95220 -2.47527  -0.275
H: 1.25316 8.12123 -2.28111  0.293
H: -0.35955 7.73284 -3.92091  0.317
H: -1.03833 7.53606 -2.28904  0.372
H: 0.27405 5.18930 -3.37799  0.183
H: -3.07801 3.60376 -4.97208  0.553
H: -2.84310 1.12536 -5.17625  0.506
H: -1.15963 -0.04195 -3.74483  0.824
H: -0.37537 3.38686 -1.64208  0.797
F: -5.06921 -0.48520 -2.01745  -0.436
C: -3.84259 -0.41010 -1.48332  0.703
C: -3.57075 0.60023 -0.58166  -1.230
C: -2.29169 0.67507 -0.04420  0.184
C: -1.26005 -0.22237 -0.43523  0.828
C: -1.62854 -1.26286 -1.31561  -0.497
C: -2.89972 -1.36124 -1.84295  -0.756
H: -4.34934 1.30251 -0.31131  0.474
H: -2.06780 1.46957 0.65768  0.294
H: -0.88653 -1.98910 -1.61039  0.486
H: -3.16887 -2.14900 -2.53607  0.423
C: -3.78270 -0.92147 2.24999  -1.884
Ge: -2.08928 -1.82111 1.85797  1.570
C: -2.50673 -3.32167 0.66778  0.771
C: -3.84842 -3.64918 0.49741  -0.121
C: -4.21921 -4.65864 -0.38425  -0.783
C: -3.25448 -5.33489 -1.11170  -0.610
C: -1.91165 -5.00789 -0.95593  -0.865
C: -1.54216 -4.00373 -0.07674  -0.111
C: -1.04500 -2.50270 3.34838  0.833
C: -0.04027 -3.36943 2.97678  -0.295
C: 0.98634 -3.73027 3.86764  -1.243
C: 1.00000 -3.21394 5.12995  -0.734
C: -0.01874 -2.33120 5.56753  0.680
C: -0.01301 -1.81740 6.88624  -0.917
C: -1.00759 -0.99275 7.32323  -0.614
C: -2.05506 -0.63900 6.44981  -0.970
C: -2.07807 -1.10948 5.16729  -0.842
C: -1.06265 -1.96598 4.67736  0.547
H: -4.37097 -1.56247 2.90946  0.610
H: -4.30738 -0.77020 1.31655  0.555
H: -3.62635 0.04843 2.71901  0.509
H: -4.61884 -3.13059 1.05389  0.343
H: -5.26505 -4.91179 -0.49938  0.446
H: -3.54558 -6.11368 -1.80427  0.414
H: -1.15577 -5.53449 -1.52425  0.440
H: -0.49459 -3.74088 0.01142  0.311
H: -0.03489 -3.79616 1.98382  0.193
H: 1.76905 -4.40188 3.54008  0.475
H: 1.78545 -3.48705 5.82529  0.467
H: 0.79451 -2.10372 7.54966  0.425
H: -1.00117 -0.62045 8.33865  0.416
H: -2.85409 -0.00052 6.80284  0.455
H: -2.89986 -0.84464 4.52098  0.452
C: 5.23032 3.74592 -6.13951  -1.809
C: 5.73819 3.17073 -4.80761  1.988
C: 6.04657 4.33393 -3.86109  -1.665
C: 7.03543 2.39149 -5.05875  -1.657
C: 4.64501 2.25789 -4.24752  0.443
C: 4.46244 0.97799 -4.76577  -0.457
C: 3.39535 0.15625 -4.39351  -2.161
C: 2.49220 0.65438 -3.48503  0.963
O: 1.31198 0.11151 -3.05430  -0.345
B: 0.71976 1.09865 -2.17628  1.648
O: 1.66420 2.21595 -2.07210  -0.308
C: 2.69197 1.90586 -2.92047  -0.704
C: 3.74058 2.71964 -3.28133  0.002
H: 5.96717 4.43314 -6.56316  0.468
H: 4.29656 4.29201 -5.99160  0.347
H: 5.04830 2.94936 -6.86245  0.368
H: 6.88224 4.91397 -4.25534  0.490
H: 6.32363 3.97348 -2.86706  0.218
H: 5.19753 5.01157 -3.76107  0.306
H: 7.83938 3.08225 -5.31916  0.436
H: 6.93273 1.68787 -5.88473  0.392
H: 7.33641 1.83422 -4.16935  0.317
H: 5.15323 0.60072 -5.50780  0.341
H: 3.26732 -0.82450 -4.83254  0.503
H: 3.81755 3.69995 -2.83083  0.483

LUMO (spin up / spin down), eV: -4.2 / -4.5
HOMO-LUMO gap (spin up / spin down), eV: 4.880 / 4.604
Relative energy (zero: lowest compared OMol25 entry of this formula, charge and spin), kJ/mol: 126.8
HOMO (spin up / spin down), eV: -9.08 / -9.07
Charge: +1
Spin multiplicity: 2
Strongest force on any atom, eV/A: 2.4


3.
Entry from the Open Molecules 2025 dataset: a structure of composition C25H31AuN3O7P (the ωB97M-V functional and the def2-TZVPD basis).

Each line ends with the natural charge from an NBO analysis.
CARTESIAN COORDINATES (ANGSTROEM)
Au: -0.67349 0.90546 -0.29825  1.629
O: -1.83226 0.67422 6.75776  -0.726
C: -0.69936 0.76526 6.26373  0.732
O: 0.43471 0.78245 6.76366  -0.727
C: -0.70227 0.86562 4.71330  -0.026
C: -1.89114 0.76814 4.00143  -0.188
C: -1.85356 0.89125 2.62145  0.139
N: -0.70689 1.09802 1.99912  -0.517
C: 0.44731 1.15628 2.63873  0.224
C: 0.48690 1.05292 4.02000  -0.210
C: 1.65462 1.32189 1.76569  0.179
C: 2.93238 1.42023 2.30537  -0.215
C: 4.01450 1.58153 1.46072  -0.137
C: 3.80760 1.64366 0.09092  -0.256
C: 2.51265 1.53029 -0.37661  0.070
N: 1.47462 1.37364 0.44121  -0.480
C: -3.05744 0.79266 1.73459  0.202
C: -4.34547 0.82929 2.25652  -0.212
C: -5.42572 0.72265 1.40053  -0.135
C: -5.20670 0.57818 0.03899  -0.249
C: -3.90150 0.56084 -0.41186  0.071
N: -2.86539 0.66950 0.41662  -0.486
H: -2.79699 0.59397 4.56495  0.258
H: 1.39451 1.09741 4.60579  0.257
H: 3.07516 1.36932 3.37434  0.243
H: 5.01271 1.65849 1.87087  0.231
H: 4.62578 1.77255 -0.60263  0.234
H: 2.28910 1.56477 -1.43439  0.214
H: -4.49452 0.94823 3.31933  0.243
H: -6.43254 0.75210 1.79502  0.231
H: -6.02383 0.48080 -0.66055  0.234
H: -3.66569 0.44849 -1.46231  0.212
C: -1.62533 3.60919 -0.08200  -0.264
O: -0.87031 2.72949 -0.88579  -0.696
H: -1.32331 4.62501 -0.34837  0.195
H: -1.42062 3.47516 0.98386  0.180
H: -2.70099 3.50077 -0.25454  0.161
C: 1.69562 -4.09875 -0.40237  -0.644
C: 2.29215 -2.71934 -0.63631  0.280
C: 3.55510 -2.80918 -1.47543  -0.618
C: 2.56375 -2.00509 0.68031  -0.632
O: 1.39611 -1.88389 -1.44109  -0.865
P: -0.18124 -1.78148 -1.26224  2.572
O: -0.92735 -2.99330 -1.59340  -1.084
O: -0.47157 -1.07258 0.09303  -1.080
O: -0.48960 -0.51739 -2.23377  -0.898
C: -0.30445 -0.34790 -3.67623  0.291
C: 0.96610 0.46602 -3.85302  -0.638
C: -0.20518 -1.70105 -4.35919  -0.648
C: -1.52920 0.42363 -4.13360  -0.629
H: 2.43873 -4.72007 0.09935  0.217
H: 1.41528 -4.56670 -1.34454  0.230
H: 0.80656 -4.05295 0.22552  0.230
H: 4.33455 -3.33363 -0.92243  0.216
H: 3.91455 -1.80871 -1.72043  0.209
H: 3.36181 -3.34824 -2.40287  0.217
H: 3.22199 -2.61770 1.29774  0.218
H: 1.63829 -1.83229 1.22832  0.232
H: 3.05178 -1.04490 0.49980  0.201
H: 1.81569 -0.07057 -3.42913  0.226
H: 0.86298 1.43358 -3.35645  0.212
H: 1.15412 0.64402 -4.91203  0.221
H: 0.65071 -2.26506 -3.98958  0.229
H: -0.07894 -1.54063 -5.43058  0.219
H: -1.10217 -2.29287 -4.18704  0.240
H: -1.62472 1.35105 -3.56545  0.221
H: -2.42783 -0.17770 -3.99309  0.217
H: -1.44086 0.67395 -5.19101  0.220

LUMO, eV: -2.3
HOMO-LUMO gap, eV: 5.532
HOMO, eV: -7.87
Strongest force on any atom, eV/A: 0.4


4.
Entry from the Open Molecules 2025 dataset: a cluster of 2 separate species, H4N4O2 in total (the ωB97M-V functional and the def2-TZVPD basis).

Each line ends with the natural charge from an NBO analysis.
CARTESIAN COORDINATES (ANGSTROEM)
N: -0.45480 -0.22706 0.62856  -0.052
N: -0.05286 -0.61244 1.91007  -0.687
N: -0.75713 0.51455 -1.76734  -0.242
N: 0.33260 0.12759 -0.15014  0.374
O: 1.47789 0.43347 -0.39547  -0.418
O: 0.39890 0.75232 -2.51340  -0.515
H: 0.93467 -0.45223 2.16109  0.355
H: -0.53752 -0.24421 2.72737  0.382
H: -1.05672 -0.47509 -2.09928  0.331
H: 0.72029 1.52759 -2.18054  0.471

LUMO, eV: 0.3
HOMO-LUMO gap, eV: 9.356
Relative energy (zero: lowest compared OMol25 entry of this formula, charge and spin), kJ/mol: 250.9
HOMO, eV: -9.08
Strongest force on any atom, eV/A: 6.6